[1]
The following is a DFT calculation (wB97M-V/def2-TZVPD) of a cluster of 2 separate species, F3H3SSi2 in total.

Output
**Multiplicity**: 1
**Energy relative to the best compared isomer or geometry (same formula, charge and spin)**: 133.7 kJ/mol
**Net charge**: 0

Geometry (Å):
1 F 2.909 0.810 -1.673
2 Si 2.469 -0.232 -0.548
3 F 3.838 -0.585 0.113
4 F 1.595 0.660 0.439
5 H 1.542 -1.393 -0.865
6 Si -3.205 0.233 0.777
7 S -2.801 -0.460 -1.111
8 H -2.093 -0.168 1.698
9 H -4.255 1.135 1.169

---

[2]
The following is a DFT calculation (wB97M-V/def2-TZVPD) of a structure of composition F4H42HfO21.

Output
**Multiplicity**: 1
**Energy relative to the best compared isomer or geometry (same formula, charge and spin)**: 0.0 kJ/mol
**Net charge**: 0

Geometry (Å):
1 Hf 2.307 0.699 0.073
2 F 4.421 -0.246 -0.068
3 F 3.432 2.897 -0.347
4 F 0.088 0.118 0.317
5 F 1.798 -3.906 0.333
6 O 2.923 0.692 -2.309
7 H 3.368 0.131 -2.944
8 H 3.053 1.580 -2.640
9 O -2.323 -4.272 -0.245
10 H -1.748 -3.526 -0.418
11 H -1.729 -5.017 -0.154
12 O 1.891 -1.410 -0.940
13 H 1.763 -2.199 -0.412
14 H 1.679 -1.682 -1.833
15 O 1.979 -0.964 1.833
16 H 1.327 -0.833 2.521
17 H 2.485 -1.723 2.124
18 O 1.330 -1.890 -3.429
19 H 1.864 -2.494 -3.946
20 H 1.251 -1.110 -3.978
21 O -4.262 -0.697 -3.068
22 H -5.048 -0.234 -2.778
23 H -3.670 -0.658 -2.317
24 O -0.508 -2.511 1.324
25 H 0.261 -3.051 1.143
26 H -0.329 -1.681 0.880
27 O -1.357 1.831 -2.715
28 H -1.843 1.007 -2.730
29 H -1.703 2.327 -3.457
30 O 1.264 2.510 1.381
31 H 1.321 2.892 2.257
32 H 0.712 3.118 0.889
33 O -2.242 -0.791 -1.263
34 H -1.593 -0.413 -0.670
35 H -1.905 -1.663 -1.465
36 O -3.591 -0.453 1.426
37 H -4.519 -0.642 1.289
38 H -3.163 -0.761 0.627
39 O 0.983 2.242 -1.355
40 H 1.331 3.087 -1.639
41 H 0.143 2.164 -1.807
42 O 0.218 -0.514 3.954
43 H 0.280 0.132 4.658
44 H -0.565 -0.262 3.466
45 O 1.863 3.014 3.970
46 H 2.815 3.080 4.044
47 H 1.537 3.253 4.838
48 O 3.522 1.333 2.050
49 H 4.017 2.145 2.165
50 H 3.554 0.910 2.908
51 O 0.870 0.404 -4.803
52 H 0.806 1.257 -4.373
53 H -0.038 0.151 -4.971
54 O -3.666 4.116 -0.766
55 H -3.250 4.971 -0.874
56 H -2.975 3.556 -0.412
57 O -2.515 1.906 0.354
58 H -1.820 1.546 -0.197
59 H -3.001 1.140 0.659
60 O 1.586 -3.013 4.241
61 H 1.443 -2.067 4.203
62 H 2.332 -3.166 3.662
63 O -0.843 -2.954 -2.121
64 H -0.721 -3.793 -2.565
65 H -0.324 -2.334 -2.634
66 O -1.937 0.797 3.294
67 H -2.421 0.237 2.687
68 H -2.212 1.686 3.072

---

Number 1: frontier orbital gap 8.02 eV. Number 2: frontier orbital gap 7.30 eV.